{"formula": "CH2N2O3Si", "method": "ωB97M-V with the def2-TZVPD basis set", "elements": ["H", "O", "O", "C", "H", "N", "N", "Si", "O"], "coordinates": [[-2.070, -2.011, 0.142], [1.196, 2.292, -1.246], [0.787, -0.677, -0.969], [0.147, 2.491, 0.763], [0.905, -3.120, -0.248], [0.449, 2.015, -0.365], [-0.373, 2.668, 1.780], [0.166, -1.875, -0.301], [-1.206, -1.784, 0.444]], "e_above_lowest_kj_mol": 232.3, "lumo_energy_ev": [-1.507, -1.511], "gap_ev": [8.04, 8.02], "spin_multiplicity": 1, "smiles": "O=[SiH]O.N#CN=O"}

{"formula": "C28H61N3O7S6", "method": "ωB97M-V with the def2-TZVPD basis set", "elements": ["H", "H", "C", "C", "H", "H", "H", "C", "H", "H", "H", "S", "C", "C", "H", "S", "H", "H", "N", "C", "H", "C", "H", "H", "O", "H", "H", "H", "H", "C", "H", "O", "C", "H", "H", "H", "C", "C", "C", "S", "H", "S", "H", "C", "H", "H", "O", "H", "H", "C", "H", "C", "H", "N", "C", "H", "S", "C", "S", "H", "H", "C", "C", "H", "H", "H", "H", "H", "C", "H", "C", "H", "H", "H", "H", "C", "H", "H", "H", "C", "C", "H", "H", "O", "H", "H", "H", "H", "H", "H", "H", "N", "H", "C", "H", "H", "H", "C", "H", "O", "C", "H", "O", "C", "O"], "coordinates": [[3.934, 8.428, -5.574], [1.131, -1.764, -0.296], [-1.375, 3.336, -2.158], [-3.694, -1.823, -1.205], [3.116, -1.004, 6.339], [-0.754, -3.915, 0.326], [4.840, 1.159, -4.932], [1.108, -2.816, 10.063], [-5.123, 2.547, -4.263], [-6.698, 2.567, -2.312], [-5.770, 0.975, -4.821], [-0.755, 0.864, -4.440], [3.117, -2.774, 2.884], [2.764, -2.934, 1.372], [-2.783, -3.684, -0.313], [3.556, 6.110, -5.067], [-4.012, 1.218, -4.678], [3.463, 4.980, -7.161], [-0.981, 4.005, -1.069], [-4.224, -2.161, 1.372], [2.881, -3.759, 3.373], [-0.342, -3.438, -0.600], [-1.618, -3.301, 10.548], [0.528, -0.148, 6.475], [2.338, -1.790, 3.556], [-0.159, -4.296, -1.305], [-0.880, -4.858, 10.067], [3.184, 1.607, -4.421], [0.457, 0.857, -2.333], [0.369, 4.294, -1.243], [3.062, -2.007, 0.813], [-4.040, 1.683, -1.770], [-1.305, -3.920, 9.706], [-2.724, -3.546, -2.087], [0.422, -0.726, 4.787], [-4.600, -2.174, -1.763], [-4.092, -1.169, 0.170], [2.496, -0.435, 5.595], [-2.897, -2.352, 2.208], [-0.076, -3.042, 8.723], [-1.852, -1.902, -3.155], [0.005, 3.496, -5.633], [5.712, 2.000, -2.642], [-4.983, 1.465, -4.247], [0.641, -2.266, 10.881], [2.622, -2.706, -1.411], [2.003, -3.407, -1.145], [2.645, 0.641, 5.855], [-3.411, -0.310, 0.344], [-0.938, -2.264, -2.614], [1.121, -1.370, -2.339], [3.282, 6.007, -6.845], [-7.396, 0.996, -2.807], [-1.220, -2.400, -1.162], [0.989, -0.850, 5.733], [-1.282, 0.258, -2.115], [-5.017, 0.867, -2.548], [-2.183, -1.016, 2.604], [4.242, 0.121, -2.857], [3.412, -3.773, 0.998], [3.503, -0.001, -5.116], [0.859, 3.787, -2.484], [3.910, 0.795, -4.493], [-2.390, 2.935, -2.348], [3.397, 8.175, -3.895], [-3.139, -2.881, 3.167], [5.040, 1.484, -1.077], [-2.164, -4.132, 9.072], [4.811, 1.665, -2.127], [-5.026, -1.842, 2.078], [-0.333, 2.602, -4.302], [-6.883, 1.256, -1.123], [-3.275, -0.998, -1.838], [3.970, 6.675, -7.365], [1.849, 3.812, -2.955], [3.119, -0.759, 4.163], [4.219, -2.624, 2.940], [-4.492, -3.186, 1.002], [-5.113, -0.722, 0.019], [-2.620, -2.951, -1.132], [-0.360, 0.221, -2.733], [2.250, 6.279, -7.069], [1.454, -3.790, 10.411], [5.011, 5.895, -4.827], [4.181, -1.031, 4.348], [-1.267, -1.219, 3.214], [2.212, 8.089, -5.220], [0.906, -1.872, 6.167], [-2.182, -3.012, 1.667], [4.029, 2.422, -2.203], [-2.905, -0.371, 3.159], [-0.297, 3.228, -3.006], [2.994, 0.181, 3.565], [-6.664, 1.487, -2.165], [0.483, -1.399, -3.995], [1.954, -2.247, 9.679], [-1.804, -0.499, 1.685], [1.070, -2.879, -0.174], [-0.675, -3.246, -3.085], [1.393, -3.276, 1.150], [3.243, 7.879, -4.932], [1.002, 4.841, -0.525], [2.923, -0.205, -2.237], [0.195, -1.237, -2.921], [-0.641, -1.706, 8.400]], "lumo_energy_ev": -0.414, "gap_ev": 8.12, "spin_multiplicity": 1}

{"formula": "C6H10N", "method": "ωB97M-V with the def2-TZVPD basis set", "elements": ["H", "N", "H", "C", "H", "C", "C", "C", "H", "H", "C", "H", "H", "H", "C", "H", "H"], "coordinates": [[0.187, 1.485, 1.586], [-0.575, 0.578, -0.207], [-2.313, 1.300, -0.983], [0.504, -1.300, 1.409], [-1.467, -0.176, -1.962], [-1.460, 0.571, -1.098], [1.093, -0.968, -1.107], [1.286, -1.575, -2.124], [-0.526, -1.449, 1.644], [0.862, -0.705, 2.260], [0.578, -0.123, -0.083], [-0.297, 2.549, 0.382], [1.138, -2.163, 1.029], [1.746, -2.027, -2.906], [-0.562, 1.657, 0.827], [1.348, 0.565, 0.125], [-1.542, 1.781, 1.207]], "e_above_lowest_kj_mol": 321.4, "lumo_energy_ev": -4.875, "total_charge": 1, "gap_ev": 9.14, "spin_multiplicity": 1}

{"formula": "H3OP", "method": "ωB97M-V with the def2-TZVPD basis set", "elements": ["H", "P", "H", "O", "H"], "coordinates": [[-0.749, -0.999, -0.695], [-0.745, 0.230, -0.268], [1.518, 0.775, 0.125], [0.917, 0.062, -0.295], [-0.941, -0.068, 1.133]], "e_above_lowest_kj_mol": 24.1, "lumo_energy_ev": 0.661, "gap_ev": 9.91, "spin_multiplicity": 1, "smiles": "OP"}

{"formula": "C16H16N6O4S2", "method": "ωB97M-V with the def2-TZVPD basis set", "elements": ["O", "S", "C", "H", "C", "C", "N", "O", "S", "N", "O", "C", "C", "C", "H", "C", "N", "H", "H", "C", "C", "H", "C", "H", "H", "C", "H", "C", "N", "H", "N", "C", "H", "H", "H", "C", "C", "H", "N", "C", "H", "O", "H", "H"], "coordinates": [[3.301, 3.380, 0.395], [3.604, 0.594, 0.816], [-3.521, 0.213, 2.300], [-3.481, 2.518, -0.983], [2.966, -0.960, 0.305], [-2.795, -0.910, 2.631], [1.990, -0.893, -0.538], [1.534, 3.390, -1.000], [0.499, -3.155, 0.686], [-1.902, -1.759, -1.974], [3.900, -4.268, 1.149], [1.995, -3.733, -0.195], [2.419, 1.339, -0.215], [-4.456, 2.229, -0.578], [-4.043, 0.783, 3.052], [1.661, 0.382, -0.851], [-1.535, -1.883, -0.686], [0.720, 1.598, -2.309], [-1.576, -2.527, 1.918], [3.329, 4.798, 0.352], [-2.199, -1.206, 0.343], [2.367, 5.205, 0.668], [2.343, 2.787, -0.336], [1.917, -4.810, -0.340], [4.119, 5.106, 1.031], [-0.430, -2.684, -0.688], [-5.095, 3.107, -0.515], [0.558, 0.649, -1.806], [-0.167, -3.013, -1.937], [-4.920, 1.488, -1.236], [-1.091, -2.425, -2.677], [-3.603, 0.639, 0.970], [-2.972, 0.198, -1.054], [2.005, -3.205, -1.147], [-2.747, -1.234, 3.658], [3.209, -3.426, 0.633], [-2.934, -0.079, -0.013], [0.490, -0.159, -2.531], [3.528, -2.092, 0.814], [-2.127, -1.638, 1.657], [3.540, 5.142, -0.663], [-4.343, 1.748, 0.743], [4.331, -1.950, 1.417], [-0.386, 0.716, -1.265]], "e_above_lowest_kj_mol": 0.0, "lumo_energy_ev": 0.021, "gap_ev": 8.92, "spin_multiplicity": 1, "smiles": "COC(=O)c1sc(NC(=O)CSc2nnnn2-c2cccc(OC)c2)nc1C"}

{"formula": "C2H10NO2S", "method": "ωB97M-V with the def2-TZVPD basis set", "elements": ["H", "H", "H", "C", "O", "N", "H", "C", "O", "S", "H", "H", "H", "H", "H", "H"], "coordinates": [[1.198, -1.239, 0.545], [-0.333, -0.611, 2.056], [1.273, 0.321, 0.195], [-0.286, 0.050, 1.190], [0.329, -2.497, -2.075], [0.675, -0.505, 0.078], [0.979, -1.847, -1.723], [0.050, 1.470, 1.537], [-1.311, 0.551, -2.425], [1.667, 1.601, 2.406], [0.187, 1.937, 0.536], [-0.878, 1.953, 1.888], [-0.690, 0.303, -1.713], [-1.676, 1.350, -2.033], [-1.275, -0.068, 0.722], [0.088, -2.770, -1.184]], "e_above_lowest_kj_mol": 86.4, "lumo_energy_ev": 3.790, "total_charge": -1, "gap_ev": 6.72, "spin_multiplicity": 1}

{"formula": "C4H7NO5", "method": "ωB97M-V with the def2-TZVPD basis set", "elements": ["O", "C", "H", "O", "H", "H", "H", "C", "H", "O", "C", "N", "H", "O", "O", "C", "H"], "coordinates": [[-1.728, -0.385, 0.536], [-1.200, -1.343, 1.506], [3.112, -1.889, -0.142], [-0.402, 1.729, 1.831], [0.220, 2.097, -2.111], [-1.256, -2.280, 0.923], [-0.798, 0.895, -3.267], [2.318, -1.105, -0.124], [-1.914, -1.348, 2.339], [-0.887, 0.496, -1.364], [-0.874, 0.520, -0.081], [-0.226, 1.638, 0.631], [2.198, -0.607, 0.815], [1.573, -0.965, -1.020], [0.436, 2.419, -0.059], [-0.347, 1.208, -2.329], [-0.227, -1.083, 1.916]], "e_above_lowest_kj_mol": 855.8, "lumo_energy_ev": [-0.040, -0.556], "gap_ev": [8.00, 7.65], "spin_multiplicity": 1}

{"formula": "C4H12", "method": "ωB97M-V with the def2-TZVPD basis set", "elements": ["H", "C", "H", "C", "C", "H", "C", "H", "H", "H", "H", "H", "H", "H", "H", "H"], "coordinates": [[0.668, 1.725, -2.201], [-0.303, 1.318, -2.408], [1.406, 0.000, 1.968], [0.704, -0.795, 2.268], [-1.159, 1.398, -1.125], [-0.860, 1.770, -3.225], [0.723, -1.929, 1.239], [-0.186, -0.198, 2.425], [1.038, -1.146, 3.265], [-2.177, 0.989, -1.143], [1.157, -2.856, 1.557], [-0.230, 0.252, -2.709], [-0.776, 0.645, -0.422], [-1.119, 2.372, -0.653], [-0.256, -1.942, 0.753], [1.370, -1.603, 0.412]], "e_above_lowest_kj_mol": 57.7, "lumo_energy_ev": 1.078, "gap_ev": 12.48, "spin_multiplicity": 1, "smiles": "CC.CC"}

Please write out number 6 again, unchanged.
{"formula": "C2H10NO2S", "method": "ωB97M-V with the def2-TZVPD basis set", "elements": ["H", "H", "H", "C", "O", "N", "H", "C", "O", "S", "H", "H", "H", "H", "H", "H"], "coordinates": [[1.198, -1.239, 0.545], [-0.333, -0.611, 2.056], [1.273, 0.321, 0.195], [-0.286, 0.050, 1.190], [0.329, -2.497, -2.075], [0.675, -0.505, 0.078], [0.979, -1.847, -1.723], [0.050, 1.470, 1.537], [-1.311, 0.551, -2.425], [1.667, 1.601, 2.406], [0.187, 1.937, 0.536], [-0.878, 1.953, 1.888], [-0.690, 0.303, -1.713], [-1.676, 1.350, -2.033], [-1.275, -0.068, 0.722], [0.088, -2.770, -1.184]], "e_above_lowest_kj_mol": 86.4, "lumo_energy_ev": 3.790, "total_charge": -1, "gap_ev": 6.72, "spin_multiplicity": 1}